{
  "formula": "C5H10N2",
  "method": "wB97M-V/def2-TZVPD",
  "elements": ["C", "C", "N", "C", "C", "C", "N", "H", "H", "H", "H", "H", "H", "H", "H", "H", "H"],
  "xyz": [[-1.26771, -0.08302, 1.86851], [-0.80706, -1.74393, -0.53277], [0.72886, -0.01801, -1.16550], [-0.15855, -0.41385, -0.19860], [1.52102, 1.12012, -1.20601], [1.57910, 2.08494, -0.29982], [-0.35339, 0.30080, 0.83000], [0.82636, -0.64779, -1.94635], [2.12966, 1.15854, -2.10177], [-1.01246, -1.04995, 2.31481], [-2.30141, -0.13154, 1.50971], [-1.21004, 0.68079, 2.64409], [-1.22865, -1.71430, -1.53648], [-0.06091, -2.53704, -0.49145], [-1.60019, -1.97821, 0.16997], [2.23763, 2.92224, -0.44518], [0.97774, 2.05022, 0.58684]],
  "forces_ev_per_a": [[-0.110, -0.134, 0.029], [0.017, 0.216, 0.216], [0.163, -0.318, -0.584], [-0.395, -0.276, 0.299], [0.107, 0.078, -0.072], [0.028, 0.238, 0.206], [0.315, 0.179, -0.304], [-0.013, 0.139, 0.142], [0.008, 0.014, 0.004], [-0.048, 0.012, 0.063], [-0.029, -0.003, 0.075], [-0.148, -0.145, 0.078], [-0.022, -0.036, -0.050], [0.008, -0.069, -0.017], [-0.024, -0.028, 0.001], [0.183, 0.099, -0.182], [-0.041, 0.034, 0.095]],
  "nbo_charge": [-0.431, -0.697, -0.592, 0.450, -0.016, -0.474, -0.508, 0.389, 0.191, 0.182, 0.184, 0.203, 0.224, 0.229, 0.230, 0.196, 0.240],
  "spin_multiplicity": 1,
  "de_lowest_kcal_mol": 19.11,
  "smiles": "C=CN/C(C)=N/C",
  "orbital_gap_ev": 9.00,
  "homo_energy_ev": -8.100,
  "e_tot_ha": -305.99339
}